1.
{"formula": "C4H8FN", "method": "ωB97M-V with the def2-TZVPD basis set", "e_above_lowest_kj_mol": 265.2, "smiles": "C#CN(C)C.F", "lumo_energy_ev": 0.740, "species": ["C", "C", "N", "C", "C", "H", "H", "H", "H", "H", "H", "H", "F", "H"], "coordinates": [[-1.9492, -0.3782, -1.4496], [-0.9275, -0.1867, -0.8236], [0.1252, -0.0576, 0.0255], [0.8077, 1.1797, -0.3598], [0.6217, -1.0672, 0.9140], [-2.5718, -0.6336, -2.2010], [0.1558, 2.0485, -0.2746], [1.7500, 1.3449, 0.2002], [0.9819, 1.1756, -1.5155], [1.6046, -1.4248, 0.5935], [0.8516, -0.4453, 1.7724], [-0.1015, -1.8891, 0.9037], [-3.9351, -0.0417, 0.9945], [-3.3095, -0.1859, 0.2788]], "atomic_forces_ev_per_a": [[1.83, 0.76, 1.89], [0.44, -1.45, 1.63], [-2.10, 1.75, -3.14], [1.04, 0.16, -1.62], [0.82, 0.76, -0.70], [-1.67, -0.57, -1.91], [-0.09, -0.03, 0.62], [-0.54, -0.19, -0.39], [0.35, -0.22, 1.99], [-0.07, -0.35, -0.30], [-0.45, -1.02, 1.20], [0.25, 0.34, 0.86], [0.86, -0.25, -0.98], [-0.68, 0.29, 0.85]]}

=====

2.
{"formula": "C31H77Br6F2N7O18S2", "method": "ωB97M-V with the def2-TZVPD basis set", "lumo_energy_ev": -0.270, "species": ["C", "C", "N", "C", "C", "C", "C", "C", "O", "C", "H", "H", "H", "H", "H", "H", "H", "H", "H", "H", "H", "H", "H", "H", "H", "H", "H", "H", "H", "H", "N", "S", "O", "O", "F", "S", "O", "O", "F", "C", "N", "O", "O", "H", "H", "H", "C", "N", "O", "O", "H", "H", "H", "C", "N", "O", "O", "H", "H", "H", "C", "N", "O", "O", "H", "H", "H", "C", "N", "O", "O", "H", "H", "H", "Br", "C", "C", "Br", "H", "H", "H", "H", "Br", "C", "C", "Br", "H", "H", "H", "H", "Br", "C", "C", "Br", "H", "H", "H", "H", "C", "C", "O", "C", "C", "H", "H", "H", "H", "H", "H", "H", "H", "H", "H", "C", "C", "O", "C", "C", "H", "H", "H", "H", "H", "H", "H", "H", "H", "H", "C", "C", "O", "C", "C", "H", "H", "H", "H", "H", "H", "H", "H", "H", "H"], "coordinates": [[-17.0928, -28.7779, 7.8193], [-16.9827, -28.2127, 6.4371], [-16.8567, -26.7049, 6.4316], [-18.1803, -26.1170, 6.7371], [-15.9387, -26.2412, 7.5053], [-15.6231, -24.7651, 7.4744], [-16.4862, -26.2048, 5.0764], [-15.1688, -26.6601, 4.5012], [-14.1088, -26.0649, 5.2041], [-12.8455, -26.1037, 4.5872], [-17.7501, -28.1591, 8.4327], [-16.1574, -28.7052, 8.3753], [-17.3816, -29.8236, 7.8496], [-17.8313, -28.4161, 5.7751], [-16.2039, -28.6377, 5.8038], [-18.6620, -26.3766, 7.6708], [-18.8182, -26.4975, 5.9377], [-18.1599, -25.0320, 6.6840], [-14.9800, -26.7448, 7.4312], [-16.3449, -26.4196, 8.4961], [-14.9472, -24.5137, 8.2958], [-16.4317, -24.0682, 7.7139], [-15.1697, -24.4292, 6.5495], [-16.5944, -25.1216, 5.1225], [-17.2849, -26.5434, 4.4135], [-15.1563, -26.3643, 3.4408], [-15.1131, -27.7552, 4.5294], [-12.9099, -25.8367, 3.5228], [-12.3646, -27.0725, 4.7221], [-12.2061, -25.3386, 5.0302], [-18.0005, -28.6240, 3.3025], [-17.0415, -29.6924, 2.6752], [-17.2837, -30.2065, 1.3669], [-16.3881, -30.5542, 3.6236], [-15.7584, -28.7267, 2.3680], [-19.3654, -29.5365, 3.1016], [-19.3133, -30.8986, 3.5117], [-20.1417, -29.2563, 1.9423], [-20.2531, -28.8888, 4.2718], [-12.8464, -29.6087, 2.9023], [-11.3555, -29.4606, 2.8938], [-10.7041, -30.5099, 2.8280], [-10.8628, -28.3327, 3.0737], [-13.1857, -28.5972, 3.1169], [-13.1212, -30.2259, 3.7466], [-13.1980, -29.8718, 1.9153], [-21.0880, -26.6507, 10.3271], [-19.6676, -26.2187, 10.0869], [-18.7738, -26.9030, 10.4580], [-19.5359, -25.1280, 9.5874], [-21.0147, -27.7058, 10.5768], [-21.6569, -26.5226, 9.4178], [-21.3641, -26.0020, 11.1507], [-15.0386, -23.3046, 3.3609], [-16.1095, -22.4168, 3.8402], [-16.3809, -22.4772, 5.0141], [-16.6796, -21.7343, 3.0498], [-15.4097, -24.2603, 3.0203], [-14.2952, -23.4727, 4.1335], [-14.5515, -22.7913, 2.5352], [-18.6330, -25.8164, 1.0636], [-18.1832, -24.6974, 1.9204], [-18.6302, -24.6277, 3.0427], [-17.2913, -24.0321, 1.5052], [-18.5321, -25.5303, 0.0205], [-19.6924, -25.9817, 1.2307], [-18.0287, -26.6971, 1.2513], [-18.8405, -30.2673, 11.1443], [-17.3854, -30.4203, 11.4440], [-16.6404, -29.7972, 10.7097], [-17.0134, -31.0733, 12.3867], [-19.3171, -31.2381, 11.2178], [-18.7928, -29.8461, 10.1494], [-19.3491, -29.6070, 11.8385], [-10.7656, -27.7690, 9.6042], [-12.1267, -29.1359, 9.9391], [-13.3865, -28.7742, 9.2094], [-13.2134, -29.0838, 7.2844], [-12.2615, -29.1726, 11.0154], [-11.7808, -30.1120, 9.6150], [-13.7290, -27.7548, 9.3365], [-14.1555, -29.4354, 9.6164], [-20.7052, -33.0294, 8.3584], [-18.9408, -33.4165, 9.0782], [-17.8989, -33.9021, 8.1230], [-17.2469, -32.4329, 6.9954], [-19.0251, -34.1075, 9.9181], [-18.6084, -32.4980, 9.5497], [-18.0928, -34.6937, 7.4121], [-17.0514, -34.2175, 8.7315], [-24.7022, -25.0123, 4.7626], [-22.8494, -24.4435, 4.5887], [-21.8955, -25.6197, 4.6238], [-21.7514, -26.2695, 6.4374], [-22.6681, -23.7447, 5.3955], [-22.8727, -23.9365, 3.6277], [-20.9259, -25.2434, 4.2864], [-22.1648, -26.4746, 4.0142], [-13.4550, -20.1720, 7.3201], [-14.6854, -21.0508, 7.2661], [-14.7989, -21.9475, 8.3877], [-15.1437, -21.3511, 9.6293], [-16.4532, -21.9757, 10.1268], [-13.3501, -19.7174, 6.3329], [-13.5154, -19.4130, 8.0979], [-12.5739, -20.7856, 7.4987], [-15.6579, -20.5691, 7.1449], [-14.5381, -21.8133, 6.5007], [-14.3450, -21.4830, 10.3549], [-15.3518, -20.3016, 9.4013], [-17.0893, -22.1949, 9.2758], [-16.9165, -21.2675, 10.8153], [-16.2272, -22.8776, 10.6959], [-11.9714, -22.3037, 3.3363], [-11.9813, -22.2040, 4.8676], [-11.2533, -23.2618, 5.4290], [-11.2745, -23.2436, 6.8346], [-10.6129, -24.5382, 7.2890], [-10.9520, -22.5102, 3.0039], [-12.5267, -23.2377, 3.1715], [-12.3518, -21.4565, 2.7820], [-11.5625, -21.2095, 5.1284], [-13.0256, -22.1549, 5.2273], [-10.8357, -22.3013, 7.2015], [-12.2824, -23.1253, 7.2681], [-10.2061, -24.4551, 8.2939], [-9.8163, -24.7972, 6.5981], [-11.4122, -25.2746, 7.2185], [-20.5174, -29.2258, 7.4763], [-21.8832, -29.6234, 8.0277], [-21.6028, -30.0233, 9.3817], [-22.7894, -30.5279, 10.0418], [-22.5184, -30.6475, 11.5323], [-20.1622, -28.3647, 8.0589], [-19.7579, -29.9946, 7.6014], [-20.6211, -28.9490, 6.4289], [-22.5844, -28.7834, 8.1463], [-22.2996, -30.3442, 7.3083], [-23.5773, -29.7682, 9.8735], [-23.1353, -31.4460, 9.5543], [-22.5006, -29.7150, 12.0921], [-21.6158, -31.2226, 11.7135], [-23.3980, -31.1909, 11.9057]], "atomic_forces_ev_per_a": [[0.47, 0.46, 0.81], [-0.39, -0.29, -1.26], [0.00, -0.19, 1.29], [-1.33, 0.12, -1.25], [1.36, 1.05, 0.63], [-0.09, 1.10, 0.32], [-0.49, 0.25, -0.55], [0.26, -0.12, 0.22], [-0.36, 0.49, 0.29], [0.39, 0.12, -0.27], [-0.42, -0.39, -0.08], [0.20, -0.20, -0.31], [-0.20, 0.09, -0.23], [-0.35, 0.05, 0.55], [0.52, 0.07, 0.66], [0.67, -0.42, 0.24], [-0.25, 0.25, 0.10], [0.26, -0.01, -0.08], [-0.11, -0.44, -0.29], [-0.46, -0.52, -0.19], [0.30, -0.39, -0.18], [-0.37, -0.40, -0.29], [0.16, -0.03, 0.02], [0.33, 0.02, -0.05], [0.06, -0.18, 0.04], [-0.01, -0.11, 0.09], [0.19, 0.10, -0.16], [-0.08, -0.32, -0.04], [0.00, -0.09, -0.21], [-0.20, -0.10, 0.18], [-2.14, -1.37, -0.67], [6.08, -1.22, -0.50], [-1.02, 0.23, 0.23], [-0.91, 0.12, 0.15], [-0.60, 0.75, -0.01], [-3.39, 0.54, 0.86], [0.92, 0.02, 0.13], [0.56, 0.68, -0.25], [0.55, 0.56, -0.08], [0.33, 1.82, 0.27], [1.49, -0.49, 0.85], [-0.80, 1.64, -0.18], [-0.84, -1.79, -0.58], [-0.21, -0.08, -0.11], [-0.03, -0.59, -0.32], [0.00, -0.59, 0.05], [1.07, -0.62, 0.18], [-1.86, 1.15, -0.42], [1.58, -1.61, 0.61], [0.16, 0.74, -0.55], [-0.32, 0.03, 0.22], [-0.12, 0.38, -0.04], [-0.57, -0.14, -0.02], [1.24, 0.23, -0.51], [0.08, -1.01, 0.11], [-0.22, -0.18, 1.27], [-0.38, 1.04, -1.03], [-0.52, 0.07, -0.02], [-0.37, 0.05, 0.32], [-0.24, -0.13, -0.09], [-1.03, 0.09, -0.98], [-0.16, -1.77, 0.13], [-0.59, 0.18, 0.74], [1.24, 1.26, -0.79], [0.33, 0.18, 0.08], [0.09, -0.29, 0.41], [-0.01, -0.02, 0.37], [0.19, -0.27, -0.40], [0.10, 0.82, 0.38], [0.18, -0.08, -0.15], [-0.23, -0.45, 0.26], [0.07, -0.10, -0.20], [-0.73, -0.06, -0.14], [0.44, 0.22, 0.19], [0.03, -0.36, 0.08], [0.33, 0.50, -0.20], [-0.47, -0.61, 0.29], [-0.13, 0.03, 0.29], [-0.19, 0.18, 0.04], [0.31, 0.10, -0.12], [0.24, 0.17, 0.05], [-0.19, -0.03, -0.46], [0.34, -0.33, -0.02], [-0.20, -0.04, 0.59], [0.87, 0.49, -0.26], [-0.06, -0.22, 0.04], [-0.41, -0.30, -0.28], [0.09, 0.20, -0.28], [-0.67, -0.11, 0.18], [0.11, 0.09, -0.10], [-0.16, -0.09, 0.19], [-0.59, -0.43, -0.35], [0.16, 0.78, -0.26], [0.09, 0.01, 0.10], [0.13, 0.07, -0.02], [0.45, 0.00, 0.01], [0.12, -0.25, 0.30], [-0.25, 0.08, -0.06], [-0.41, 0.05, -0.13], [0.28, -1.71, 0.77], [0.55, -0.03, 0.26], [-1.13, 0.09, -0.96], [0.91, 0.25, 0.53], [0.12, 0.30, 0.14], [0.02, 0.15, -0.09], [-0.02, -0.03, 0.04], [0.20, 0.40, -0.27], [-0.32, 0.53, -0.49], [0.17, 0.25, 0.03], [0.31, 0.21, 0.52], [-0.21, 0.02, 0.06], [-0.28, -0.12, -0.05], [-0.24, -0.19, -0.17], [0.54, -1.77, 0.94], [-0.08, 1.80, -0.78], [-0.63, 0.25, -0.44], [0.19, 0.62, 0.78], [-0.56, 0.65, -0.14], [0.02, 0.18, 0.02], [0.17, 0.42, -0.76], [-0.36, 0.13, 0.18], [0.16, -0.44, 0.30], [0.28, -0.35, 0.06], [0.74, -0.27, -0.14], [-0.24, -0.55, -0.47], [-0.16, -0.17, 0.10], [0.10, -0.03, -0.02], [0.37, -0.46, 0.30], [-0.45, 0.82, 0.24], [1.27, 0.48, 0.53], [-1.15, -0.99, -0.14], [0.63, 1.64, -0.39], [-1.01, -0.76, -0.41], [0.06, 0.04, -0.25], [-0.30, -0.38, -0.11], [0.27, -0.01, 0.14], [0.11, 0.01, -0.64], [-0.25, -0.48, 0.85], [0.00, -0.30, 0.11], [0.26, -0.13, 0.29], [0.22, 0.24, -0.33], [0.00, -0.12, 0.13], [0.41, -0.10, 0.32]]}

=====

| no. | E_HOMO (eV) | molecular weight (g/mol) | electronic energy (Ha) |
| --- | --- | --- | --- |
| 1 | -8.577 | 89.11 | -311.7184 |
| 2 | -9.860 | 1417.54 | -19404.5367 |